Formula: C2H8NO
Source: the OMol25 dataset
Level of theory: ωB97M-V/def2-TZVPD

Structure (XYZ):
```
12
Properties=species:S:1:pos:R:3:forces:R:3
O -0.458 -2.462 1.019 -0.3 0.6 0.9
H -0.863 -2.729 1.857 -0.1 0.9 0.7
H -0.480 -3.334 0.629 0.5 -0.4 -1.6
H 1.497 2.049 -1.346 -1.5 -0.4 0.9
C 0.378 1.841 -0.994 -0.3 0.0 -2.7
C -0.061 0.501 -0.544 -1.8 1.4 -2.0
N 0.374 -0.108 0.515 -0.3 0.3 0.0
H -0.275 2.156 -1.905 1.1 -0.4 1.6
H 0.257 2.569 -0.096 0.3 -0.7 -0.3
H -0.992 -0.017 -0.881 0.4 0.7 -0.8
H 0.759 0.675 1.012 1.1 -0.3 2.5
H -0.137 -1.144 0.733 1.0 -1.7 0.8
```
Positions in Å, forces in eV/Å.

Computed properties:
* energy: -210.07169 hartree
* F_max: 3.01 eV/A
* HOMO-LUMO gap (alpha / beta): 10.41 / 5.33 eV
* spin multiplicity: 2
* ΔE to the lowest compared entry with this formula, charge and spin: 4.231 eV
* net charge: +2